Record 1
Computed, not measured: a 3-piece molecular cluster, C2H13N5 overall, with wB97M-V/def2-TZVPD.

Each line ends with the natural charge from an NBO analysis.
Atoms and positions in Å:
H 1.021 2.180 -0.175  0.326
N 0.785 1.501 -0.897  -0.774
C 1.555 0.486 -0.915  0.342
N 2.750 0.329 -0.258  -0.823
H 1.410 -0.217 -1.730  0.154
H 3.228 -0.551 -0.355  0.388
H 2.878 0.893 0.570  0.385
C -2.650 1.040 0.504  -0.408
N -1.861 0.276 -0.451  -0.880
H -3.389 0.384 0.967  0.188
H -1.984 1.414 1.281  0.188
H -3.175 1.898 0.063  0.169
H -1.103 0.860 -0.834  0.407
H -2.443 -0.037 -1.221  0.355
N 0.405 -1.060 0.801  -0.737
N 0.637 -2.452 0.415  -0.681
H 0.261 -1.079 1.813  0.337
H -0.506 -0.742 0.377  0.399
H 1.608 -2.649 0.648  0.329
H 0.573 -2.476 -0.602  0.334

Calculated values
* HOMO-LUMO gap: 8.8 eV
* total charge: 0
* spin multiplicity: 1
* SMILES: [H]/N=C\N.CN.NN
* relative energy (zero: lowest compared OMol25 entry of this formula, charge and spin): 0.055 eV
* HOMO energy: -0.2852 Eh
* E: -357.7065 Ha

***

Record 2
Computed, not measured: a single C5H11NO molecule, with wB97M-V/def2-TZVPD.

Each line ends with the natural charge from an NBO analysis.
Atoms and positions in Å:
C 1.646 0.521 -1.233  -0.623
C 0.930 -0.432 -0.307  -0.083
C 1.332 -0.641 1.107  -0.244
N 0.187 0.183 0.782  -0.444
C -1.156 -0.307 1.054  -0.244
C -2.062 0.157 -0.094  -0.065
O -1.709 1.443 -0.548  -0.727
H 0.975 0.839 -2.038  0.221
H 2.533 0.061 -1.679  0.215
H 1.958 1.411 -0.676  0.218
H 0.450 -1.286 -0.790  0.192
H 2.195 -0.122 1.520  0.203
H 1.137 -1.624 1.537  0.192
H -1.200 -1.407 1.145  0.174
H -1.476 0.125 2.010  0.202
H -1.999 -0.573 -0.919  0.150
H -3.105 0.187 0.242  0.178
H -0.806 1.596 -0.226  0.485

Calculated values
* HOMO-LUMO gap: 10.6 eV
* total charge: 0
* spin multiplicity: 1
* SMILES: C[C@H]1CN1CCO
* relative energy (zero: lowest compared OMol25 entry of this formula, charge and spin): 2.071 eV
* HOMO energy: -0.3491 Eh
* E: -327.0552 Ha

***

Record 3
Computed, not measured: a 7-piece molecular cluster, C28H77N7O7 overall, with wB97M-V/def2-TZVPD.

Each line ends with the Löwdin charge.
Atoms and positions in Å:
C 2.222 0.835 -0.210  -0.055
O 1.084 0.388 0.577  -0.240
C 0.972 -0.973 0.677  -0.221
C -0.490 -1.152 1.188  -0.383
C -1.615 -0.927 0.151  -0.060
N -0.756 -0.172 2.239  0.034
H 2.443 1.887 -0.030  0.080
H 2.041 0.711 -1.278  0.087
H 3.121 0.285 0.069  0.078
H 1.165 -1.529 -0.240  0.126
H 1.840 -1.162 1.309  0.115
H -0.492 -2.177 1.558  0.124
H -1.545 -1.477 -0.787  0.063
H -1.797 0.104 -0.149  0.056
H -2.605 -1.259 0.465  0.073
H -0.115 -0.212 3.019  0.070
H -0.417 0.649 1.759  0.053
C -4.974 6.033 -2.740  -0.083
O -4.555 4.654 -2.633  -0.194
C -5.677 3.802 -2.777  -0.227
C -5.263 2.332 -2.667  -0.405
C -4.623 1.879 -1.325  -0.050
N -4.385 1.991 -3.764  0.050
H -4.170 6.752 -2.897  0.083
H -5.364 6.231 -1.741  0.088
H -5.708 6.206 -3.528  0.083
H -6.435 3.954 -2.009  0.120
H -6.195 4.104 -3.687  0.117
H -6.181 1.745 -2.638  0.133
H -4.163 0.890 -1.344  0.062
H -5.169 2.103 -0.408  0.080
H -3.732 2.479 -1.142  0.050
H -4.893 1.970 -4.637  0.073
H -3.730 2.744 -3.914  0.073
C 2.142 3.562 4.005  -0.151
O 2.972 2.476 4.192  -0.204
C 4.261 2.541 3.481  -0.147
C 5.165 1.245 3.851  -0.378
C 5.332 1.451 5.355  -0.096
N 6.556 1.285 3.268  0.056
H 1.261 3.450 4.636  0.086
H 1.668 3.446 3.031  0.081
H 2.524 4.563 4.206  0.089
H 4.053 2.448 2.415  0.104
H 4.802 3.436 3.787  0.115
H 4.530 0.396 3.594  0.105
H 5.628 2.460 5.639  0.077
H 6.162 0.860 5.742  0.077
H 4.429 1.254 5.933  0.080
H 6.438 1.634 2.327  0.061
H 6.957 1.958 3.906  0.054
C -5.534 -6.133 7.060  -0.086
O -4.319 -5.483 6.716  -0.198
C -4.403 -4.800 5.494  -0.230
C -2.984 -4.440 5.017  -0.453
C -2.085 -3.840 6.063  -0.069
N -3.035 -3.616 3.810  0.035
H -6.324 -5.396 7.201  0.089
H -5.277 -6.630 7.995  0.091
H -5.654 -6.819 6.221  0.089
H -4.956 -5.240 4.664  0.123
H -4.899 -3.836 5.610  0.119
H -2.550 -5.399 4.734  0.134
H -2.538 -2.997 6.585  0.085
H -1.155 -3.499 5.608  0.072
H -1.814 -4.655 6.734  0.077
H -2.080 -3.390 3.574  0.052
H -3.438 -2.713 4.019  0.068
C 5.067 -2.238 2.084  -0.145
O 6.357 -2.367 1.650  -0.189
C 6.845 -3.643 1.269  -0.155
C 8.119 -3.344 0.328  -0.397
C 7.667 -2.628 -0.965  -0.072
N 8.843 -4.587 0.094  0.013
H 4.336 -2.403 1.292  0.078
H 4.787 -1.257 2.470  0.056
H 4.773 -2.888 2.907  0.091
H 7.269 -4.083 2.172  0.114
H 6.100 -4.310 0.834  0.122
H 8.869 -2.685 0.767  0.132
H 7.646 -1.556 -0.765  0.070
H 6.710 -3.030 -1.295  0.073
H 8.361 -2.731 -1.799  0.066
H 8.384 -5.179 -0.583  0.066
H 9.793 -4.428 -0.210  0.066
C -6.132 -2.095 -5.610  -0.159
O -4.757 -2.268 -5.610  -0.184
C -4.120 -1.261 -4.761  -0.169
C -2.567 -1.402 -4.811  -0.388
C -2.054 -2.815 -4.423  -0.058
N -1.955 -0.401 -3.897  0.033
H -6.368 -1.033 -5.668  0.076
H -6.691 -2.506 -4.770  0.083
H -6.634 -2.551 -6.464  0.084
H -4.407 -0.278 -5.135  0.088
H -4.550 -1.357 -3.764  0.122
H -2.151 -1.006 -5.737  0.133
H -0.980 -2.825 -4.238  0.067
H -2.376 -3.579 -5.131  0.070
H -2.398 -3.082 -3.424  0.068
H -2.440 -0.394 -3.011  0.042
H -2.051 0.487 -4.369  0.052
C -0.649 2.717 -1.993  -0.105
O 0.018 2.756 -3.251  -0.180
C 1.166 3.629 -3.176  -0.203
C 1.536 4.488 -4.378  -0.426
C 0.782 5.855 -4.519  -0.055
N 1.296 3.777 -5.591  0.034
H -0.633 1.666 -1.701  0.071
H -1.651 3.144 -2.023  0.072
H -0.119 3.152 -1.146  0.078
H 1.255 4.164 -2.230  0.116
H 1.950 2.874 -3.128  0.113
H 2.578 4.711 -4.149  0.126
H -0.223 5.922 -4.103  0.070
H 0.741 6.234 -5.541  0.069
H 1.315 6.630 -3.970  0.064
H 1.286 2.772 -5.485  0.072
H 0.386 3.968 -5.985  0.071

Calculated values
* HOMO-LUMO gap: 9.4 eV
* total charge: 0
* spin multiplicity: 1
* SMILES: COC[C@H](C)N.COC[C@H](C)N.COC[C@H](C)N.COC[C@H](C)N.COC[C@H](C)N.COC[C@H](C)N.COC[C@H](C)N
* relative energy (zero: lowest compared OMol25 entry of this formula, charge and spin): 4.917 eV
* HOMO energy: -0.3252 Eh
* E: -2022.6907 Ha

***

Record 4
Computed, not measured: a single C18H20N2O3 molecule, with wB97M-V/def2-TZVPD.

Each line ends with the natural charge from an NBO analysis.
Atoms and positions in Å:
N 2.111 2.494 0.509  -0.833
C 1.938 1.907 -0.819  -0.139
C 3.301 1.330 -1.260  -0.417
C 3.694 0.150 -0.363  -0.043
C 3.266 -1.159 -0.607  -0.254
C 3.591 -2.246 0.198  -0.202
C 4.356 -2.009 1.308  -0.222
C 4.830 -0.712 1.544  -0.223
C 4.548 0.379 0.716  -0.180
C 0.815 0.861 -0.971  0.664
O 0.570 0.429 -2.093  -0.624
N 0.112 0.492 0.112  -0.640
C -1.112 -0.301 -0.087  -0.159
C -2.249 0.455 -0.825  -0.433
C -3.597 0.204 -0.220  -0.027
C -4.365 -0.910 -0.584  -0.196
C -5.629 -1.123 -0.021  -0.208
C -6.139 -0.253 0.937  -0.216
C -5.422 0.906 1.249  -0.213
C -4.163 1.123 0.680  -0.215
C -0.831 -1.614 -0.703  0.787
O -1.601 -2.236 -1.378  -0.569
O 0.308 -2.185 -0.345  -0.664
H 1.323 3.036 0.791  0.361
H 2.280 1.739 1.184  0.359
H 1.741 2.696 -1.546  0.229
H 4.070 2.123 -1.308  0.231
H 3.176 0.901 -2.262  0.237
H 2.585 -1.323 -1.449  0.234
H 3.082 -3.188 0.088  0.225
H 4.506 -2.835 2.017  0.218
H 5.422 -0.606 2.455  0.212
H 4.874 1.389 0.951  0.217
H 0.255 0.978 0.982  0.412
H -1.431 -0.542 0.940  0.240
H -2.228 0.080 -1.863  0.259
H -2.024 1.540 -0.822  0.218
H -4.044 -1.509 -1.417  0.235
H -6.161 -2.063 -0.178  0.215
H -7.055 -0.506 1.480  0.214
H -5.931 1.634 1.869  0.213
H -3.623 2.018 0.960  0.202
H 0.851 -1.541 0.152  0.496

Calculated values
* HOMO-LUMO gap: 9.4 eV
* total charge: 0
* spin multiplicity: 1
* SMILES: N[C@@H](Cc1ccccc1)C(=O)N[C@@H](Cc1ccccc1)C(=O)O
* relative energy (zero: lowest compared OMol25 entry of this formula, charge and spin): 0.976 eV
* HOMO energy: -0.3355 Eh
* E: -1033.1747 Ha

***

no.,maximum force (hartree/bohr)
1,0.0312
2,0.0078
3,0.0843
4,0.0410